# C57H40F15GeN6S4Sn

A structure of composition C57H40F15GeN6S4Sn (ωB97M-V with the def2-TZVPD basis set, the OMol25 dataset).

Last column: Mulliken charge in e.
CARTESIAN COORDINATES (ANGSTROEM)
Sn 0.080830 0.097467 0.872538  0.998
N 1.887692 -0.415985 0.104735  -0.359
S 3.214634 0.263167 0.058236  1.488
N 3.338975 1.704701 -0.670236  -0.038
S 3.036559 3.147444 -0.205055  1.017
N 1.651478 3.464639 0.441110  0.496
S 0.224105 3.104977 -0.241537  1.607
N -0.109852 1.660332 -0.426972  -0.412
C -0.841816 3.983560 0.861385  0.583
C -2.106270 4.330400 0.394016  -0.677
C -3.007786 4.900570 1.278947  -0.916
C -2.649203 5.102760 2.604891  -0.855
C -1.391922 4.731228 3.061841  -0.872
C -0.473039 4.167864 2.190801  -0.249
C 0.084854 3.923222 -1.794873  0.018
C 0.035924 5.313014 -1.840052  -0.481
C -0.074710 5.928456 -3.074181  -0.946
C -0.123178 5.160281 -4.232258  -0.619
C -0.060728 3.775103 -4.167982  -0.842
C 0.042095 3.139329 -2.940303  -0.294
C 3.423680 4.103345 -1.634685  0.420
C 3.460666 5.485800 -1.468932  -0.695
C 3.862746 6.261375 -2.539443  -0.942
C 4.215295 5.658099 -3.743122  -0.645
C 4.165209 4.279850 -3.887483  -0.918
C 3.772709 3.479638 -2.823472  -0.248
C 4.156646 3.728819 1.023836  0.660
C 3.722849 4.578062 2.032346  -0.260
C 4.661449 5.045988 2.940695  -0.723
C 5.992829 4.669419 2.824382  -0.786
C 6.406411 3.828792 1.796576  -0.792
C 5.487818 3.355986 0.876002  -0.973
C 4.317002 -0.628559 -0.991565  -0.220
C 3.757286 -1.623248 -1.779619  -0.429
C 4.570948 -2.283331 -2.688447  -0.838
C 5.910589 -1.942980 -2.800931  -0.709
C 6.449181 -0.927671 -2.018644  -0.921
C 5.650778 -0.250798 -1.112375  -0.131
C 3.934179 0.409170 1.671843  0.884
C 4.939729 -0.435665 2.119810  -0.203
C 5.369206 -0.320371 3.437334  -1.588
C 4.793176 0.612961 4.285243  -0.797
C 3.755632 1.421680 3.833778  -1.234
C 3.307610 1.310759 2.530520  1.094
H -2.383786 4.166255 -0.638475  0.590
H -3.988660 5.192174 0.930182  0.492
H -3.356017 5.553513 3.288039  0.478
H -1.126102 4.881954 4.099174  0.625
H 0.505949 3.872138 2.537711  0.361
H 0.063975 5.901033 -0.931912  0.630
H -0.129733 7.006473 -3.133659  0.494
H -0.218271 5.648123 -5.192663  0.475
H -0.106594 3.187820 -5.074359  0.509
H 0.076976 2.062863 -2.858431  0.419
H 3.200086 5.944819 -0.523850  0.542
H 3.913090 7.335988 -2.434045  0.495
H 4.538654 6.271215 -4.572799  0.484
H 4.447316 3.821570 -4.824704  0.533
H 3.746032 2.403883 -2.907591  0.524
H 2.681910 4.854239 2.111354  0.511
H 4.352487 5.710496 3.735646  0.559
H 6.718785 5.042337 3.534083  0.468
H 7.447130 3.550229 1.708091  0.530
H 5.796718 2.712300 0.063165  0.383
H 2.714189 -1.879336 -1.668080  0.357
H 4.157094 -3.067305 -3.307370  0.480
H 6.539666 -2.466312 -3.507172  0.450
H 7.491852 -0.659969 -2.117386  0.479
H 6.062852 0.561478 -0.531938  0.322
H 5.368980 -1.191144 1.481941  0.709
H 6.153078 -0.972270 3.797815  0.550
H 5.138965 0.700591 5.306155  0.569
H 3.293253 2.142776 4.496696  0.733
H 2.474110 1.921052 2.199253  -0.140
N -2.099120 -0.154970 0.200107  -0.454
C -2.413744 -0.959685 -1.010876  -0.423
C -2.110852 -2.425117 -0.750959  -0.907
C -0.632855 -2.702695 -0.533767  -0.416
N -0.147224 -2.137908 0.760955  -0.388
H -2.642001 -0.496136 0.993634  0.264
H -2.383953 0.811566 0.052524  0.212
H -1.797111 -0.576856 -1.826164  0.279
H -3.458888 -0.822798 -1.288418  0.448
H -2.451235 -3.013154 -1.603366  0.429
H -2.686673 -2.777037 0.111343  0.289
H -0.037564 -2.240474 -1.324115  0.220
H -0.434041 -3.773889 -0.550634  0.503
H 0.808071 -2.452204 0.918666  0.309
H -0.710269 -2.495501 1.533593  0.228
F -0.184735 -2.493560 6.957306  -0.356
C 0.616941 -2.832170 5.947623  0.380
C 0.698879 -2.004906 4.835139  1.087
C 1.600612 -2.380704 3.864251  -1.711
F 1.760739 -1.614866 2.756423  0.724
C 2.369593 -3.524090 3.945496  -0.196
F 3.203535 -3.852468 2.958106  -0.292
C 2.252356 -4.335840 5.063931  0.621
F 2.977899 -5.430450 5.159831  -0.275
C 1.368982 -3.988154 6.077279  0.066
F 1.262952 -4.748186 7.148568  -0.264
Ge -0.301739 -0.341786 4.905088  1.357
S -0.763915 0.755238 2.964463  -0.404
C 0.629454 0.977272 5.984680  0.169
C 1.813863 0.744969 6.663618  0.333
F 2.392327 -0.464534 6.638752  -0.353
C 2.462308 1.739344 7.378535  0.301
F 3.606332 1.484481 7.997203  -0.338
C 1.918697 3.014672 7.421211  0.744
F 2.532280 3.974333 8.085919  -0.295
C 0.728919 3.280320 6.754759  0.173
F 0.205283 4.499891 6.784167  -0.314
C 0.109232 2.261172 6.059403  0.039
F -1.047808 2.542827 5.440801  -0.538
C -2.106823 -0.728328 5.463107  -0.074
C -2.847959 -1.587439 4.666252  -0.091
F -2.289267 -2.090928 3.534010  -0.306
C -4.146254 -1.947386 4.958949  0.075
F -4.824683 -2.767659 4.166794  -0.285
C -4.739455 -1.423111 6.101582  0.743
F -5.980724 -1.749382 6.402399  -0.259
C -4.031719 -0.554349 6.920334  0.037
F -4.602377 -0.059587 8.003034  -0.256
C -2.727555 -0.218083 6.591083  0.188
F -2.070462 0.603778 7.408707  -0.289

Atoms 1-2, force components in eV/Å:
-0.403 -0.390 -0.195
0.109 0.104 0.023

As for the spin multiplicity: 1. Its charge is +3. The value obtained for the HOMO energy is -0.5657 Ha. The calculation puts the lowest unoccupied orbital energy at -7.1 eV. The calculation puts the HOMO-LUMO gap at 0.30365 Ha. Its energy above the lowest of the compared OMol25 structures with the same formula, charge and spin is 12.42 kcal/mol. The value obtained for the molar mass is 1413.5 g mol⁻¹.